# 1
The following is a DFT calculation (the ωB97M-V functional and the def2-TZVPD basis) of a molecular structure, C17H22F3N3O2PtSe in a non-equilibrium geometry.

```
49
Properties=species:S:1:pos:R:3:forces:R:3:nbo_charge:R:1
Pt 0.349 0.347 -1.116 0.45 1.51 0.57 0.910
C 0.000 0.666 6.654 0.37 -0.15 -0.10 -0.630
C 0.296 0.662 5.170 0.55 0.09 -1.20 0.001
C -0.673 0.448 4.176 0.22 -0.02 0.96 -0.220
C -0.384 0.313 2.827 0.52 0.59 -0.40 -0.055
C -1.480 0.193 1.809 -0.86 -0.13 0.39 -0.636
C 0.950 0.397 2.446 1.08 0.16 0.26 -0.109
Se 1.618 -0.265 0.794 0.14 -0.35 -0.46 -0.145
C 1.978 0.757 3.363 -1.97 -0.53 0.31 -0.052
C 3.378 0.935 2.918 0.91 -0.01 0.62 -0.640
C 1.608 0.890 4.703 -0.42 -0.28 -0.07 -0.218
H -1.069 0.791 6.825 0.01 0.17 0.10 0.216
H 0.571 1.491 7.141 -0.48 -0.71 -0.14 0.220
H 0.275 -0.319 7.106 -0.02 0.83 -0.27 0.222
H -1.696 0.365 4.487 -0.53 -0.04 0.12 0.199
H -2.301 0.868 2.074 0.14 0.07 -0.05 0.224
H -1.927 -0.796 1.850 -0.06 -0.39 -0.06 0.209
H -1.216 0.385 0.766 0.23 0.11 0.36 0.218
H 3.397 1.516 1.992 0.27 -0.07 0.19 0.230
H 3.878 -0.046 2.739 -0.28 0.71 0.05 0.227
H 3.911 1.464 3.736 -0.01 -0.26 -0.65 0.213
H 2.370 1.132 5.422 0.29 0.10 0.25 0.198
F -2.576 -4.383 -5.306 -0.40 0.14 1.53 -0.319
C -2.733 -4.382 -3.940 -0.60 -0.62 -0.83 0.975
F -3.977 -3.900 -3.613 0.87 -0.84 -0.72 -0.317
F -2.703 -5.713 -3.569 0.16 1.93 -0.11 -0.317
C -1.760 -3.447 -3.275 0.63 1.64 1.42 -0.097
C -1.846 -3.220 -1.880 -0.11 -1.11 -0.61 -0.207
C -1.067 -2.266 -1.254 -0.64 0.86 -0.17 0.045
N -0.478 -1.261 -1.959 0.62 -3.73 -0.44 -0.454
C -0.271 -1.517 -3.267 -0.67 0.41 0.42 0.051
C -0.900 -2.548 -3.931 0.17 -1.33 -1.59 -0.211
H -2.525 -3.805 -1.255 0.41 -0.07 -0.23 0.240
H -0.996 -2.280 -0.157 -0.13 0.60 -0.61 0.235
H 0.377 -0.839 -3.819 -0.39 0.08 0.22 0.225
H -0.636 -2.649 -5.008 -0.54 -0.05 0.92 0.244
C -1.410 3.627 -3.097 -0.35 0.90 -0.06 -0.727
C -0.841 2.408 -2.428 2.13 -1.53 1.59 0.779
O -1.119 1.207 -2.761 -0.27 1.80 -0.28 -0.743
O 0.042 2.554 -1.467 -1.57 0.96 -1.42 -0.795
H -0.954 3.808 -4.096 -0.16 -0.37 0.67 0.242
H -1.217 4.545 -2.476 -0.24 -1.03 -0.55 0.237
H -2.499 3.494 -3.261 0.63 0.09 0.13 0.235
N 2.560 2.057 -3.043 1.02 1.41 0.59 -0.660
N 2.416 0.762 -2.521 -0.21 -1.08 0.49 -0.683
H 3.576 2.270 -3.218 -1.29 -0.19 0.33 0.329
H 2.218 2.690 -2.285 0.24 -0.49 -1.07 0.382
H 3.038 0.527 -1.739 -0.06 0.04 -0.62 0.365
H 2.446 0.068 -3.261 0.24 0.19 0.23 0.359
```
Positions in Å, forces in eV/Å.

Calculated values
Multiplicity: 3
Expectation value of S²: 2.01
Max |F|, eV/Å: 3.80
Calculated total energy, eV: -103294.4092
HOMO level (spin up / spin down), eV: -7.0 / -7.2
LUMO (spin up / spin down), eV: -0.7 / -1.4

=====

# 2
The following is a DFT calculation (the ωB97M-V functional and the def2-TZVPD basis) of a molecular structure, C17H22N2O3 in a non-equilibrium geometry.

```
44
Properties=species:S:1:pos:R:3:forces:R:3:nbo_charge:R:1
O -0.884 -1.432 1.649 0.19 -0.88 -1.05 -0.615
C -1.632 -1.329 0.693 -3.05 3.09 1.75 0.689
N -2.559 -0.256 0.723 -2.50 -4.14 -3.53 -0.504
C -3.678 -0.082 -0.261 -2.95 -4.78 1.20 -0.193
H -3.894 -1.087 -1.028 0.51 2.88 2.58 0.205
C -3.372 1.088 -1.000 2.61 2.03 -1.32 -0.446
C -3.193 2.236 0.051 3.78 2.67 -10.96 -0.349
C -2.126 2.020 0.859 3.74 -1.08 6.42 -0.429
C -2.607 0.757 1.613 3.41 1.95 6.73 -0.240
H -1.769 0.372 2.431 -2.14 1.43 -1.54 0.249
H -3.568 1.099 2.235 1.46 -1.62 -1.53 0.198
H -2.118 2.913 1.596 0.99 -1.42 -0.91 0.215
H -1.099 1.642 0.428 -1.98 1.67 0.44 0.236
H -2.720 3.312 -0.642 -1.58 -2.74 1.12 0.150
H -4.069 2.622 0.212 -4.88 1.79 2.48 0.214
H -4.158 1.373 -1.664 -0.32 0.05 -0.89 0.218
H -2.355 0.789 -1.531 -1.97 1.30 0.53 0.200
H -4.700 0.118 0.386 2.34 -0.92 -1.46 0.197
C -1.733 -2.192 -0.536 -4.34 -3.69 5.55 -0.442
C -0.449 -2.780 -0.619 4.58 -0.81 0.93 -0.529
C 0.319 -1.616 -1.304 6.15 -4.29 13.14 0.754
O -0.057 -0.997 -2.116 -4.78 6.35 -11.25 -0.530
N 1.313 -0.976 -0.330 -3.53 -4.89 -2.68 -0.508
C 1.644 0.318 -0.254 -0.60 2.14 -4.15 0.057
C 0.943 1.413 -1.312 1.09 -5.93 5.14 -0.138
C 1.369 2.603 -1.017 -7.37 1.69 -5.45 -0.239
C 2.409 2.799 -0.291 -1.94 16.62 -1.58 -0.206
C 3.210 2.198 0.315 3.47 -15.31 5.25 -0.135
C 2.764 0.651 0.391 3.50 4.37 0.69 0.191
O 3.713 -0.209 1.013 -1.83 5.47 0.74 -0.483
C 3.462 -1.415 0.609 -1.21 -7.28 3.69 -0.032
C 1.927 -1.873 0.546 2.59 5.06 4.70 -0.252
H 1.872 -2.876 0.520 -0.26 -3.33 -1.59 0.215
H 1.497 -1.710 1.618 0.77 0.09 -1.38 0.204
H 3.947 -2.159 1.431 -0.78 1.39 -1.96 0.155
H 3.909 -1.574 -0.291 1.22 -0.94 -2.97 0.153
H 4.079 2.316 0.737 4.29 1.60 2.48 0.211
H 2.664 4.048 0.035 -0.90 -2.74 -1.79 0.158
H 0.654 3.351 -1.501 1.70 -0.10 0.99 0.226
H -0.034 1.072 -1.543 -0.38 0.33 -1.20 0.222
H 0.040 -3.352 0.336 -1.69 2.14 -2.28 0.265
H -0.586 -3.493 -1.299 0.25 -3.31 -3.05 0.223
H -2.291 -1.861 -1.352 0.19 0.83 -1.41 0.253
H -2.555 -3.265 -0.187 2.13 3.28 -0.62 0.210
```
Positions in Å, forces in eV/Å.

Calculated values
Max |F|, eV/Å: 16.80
Energy relative to the best compared isomer or geometry (same formula, charge and spin), kJ/mol: 1599.36
Calculated total energy, eV: -27094.4822
HOMO level, eV: -7.6
LUMO, eV: 0.5

=====

# 3
The following is a DFT calculation (the ωB97M-V functional and the def2-TZVPD basis) of a single C17H22N4O2 molecule.

```
45
Properties=species:S:1:pos:R:3:forces:R:3:nbo_charge:R:1
C -5.008 -1.724 -0.358 0.21 0.02 0.12 -0.615
C -3.749 -1.837 0.493 -0.28 -0.25 0.07 -0.222
N -2.796 -0.785 0.166 -0.05 -0.26 0.02 -0.467
C -1.795 -1.067 -0.783 0.05 0.25 0.04 0.661
O -1.720 -2.178 -1.272 0.01 -0.15 -0.09 -0.622
C -0.902 0.016 -1.076 0.24 0.25 -0.15 -0.495
C -1.013 1.227 -0.465 -0.17 -0.39 -0.33 0.472
N -0.247 2.334 -0.729 -0.35 0.03 -0.06 -0.417
C 0.781 2.246 -1.744 0.06 -0.09 -0.09 -0.228
C 2.038 1.551 -1.186 -0.04 -0.13 -0.03 -0.243
N 1.957 1.571 0.261 0.11 0.16 0.10 -0.442
C 3.088 0.926 0.894 -0.01 0.03 0.09 -0.228
C 3.072 -0.553 0.604 0.11 -0.05 0.00 -0.053
C 4.231 -1.234 0.264 -0.04 0.10 0.04 -0.211
C 4.192 -2.592 -0.005 0.07 -0.11 -0.02 -0.209
C 2.990 -3.277 0.049 0.05 -0.09 -0.03 -0.218
C 1.828 -2.603 0.385 -0.05 -0.03 0.02 -0.204
C 1.872 -1.252 0.671 0.03 0.01 0.06 -0.165
C 1.654 2.907 0.722 -0.02 -0.01 0.01 -0.234
C 0.180 3.208 0.351 0.09 0.23 0.15 -0.213
N -2.040 1.395 0.431 0.20 0.40 0.18 -0.617
C -2.967 0.425 0.770 0.23 0.23 0.07 0.797
O -3.846 0.676 1.565 -0.30 0.03 0.17 -0.633
H -5.498 -0.772 -0.173 -0.08 0.05 0.00 0.215
H -5.694 -2.527 -0.107 -0.12 -0.08 -0.01 0.213
H -4.753 -1.797 -1.413 -0.01 -0.03 -0.10 0.213
H -3.998 -1.743 1.551 0.08 -0.05 -0.12 0.220
H -3.246 -2.787 0.303 -0.06 0.17 0.10 0.233
H -0.117 -0.213 -1.771 0.15 0.02 -0.04 0.238
H 1.014 3.274 -2.039 -0.04 -0.08 -0.03 0.203
H 0.388 1.727 -2.617 0.03 0.07 -0.01 0.228
H 2.090 0.509 -1.504 0.04 0.06 -0.07 0.220
H 2.946 2.066 -1.552 -0.06 -0.05 0.03 0.171
H 4.051 1.363 0.572 -0.05 -0.05 0.08 0.171
H 2.997 1.077 1.975 0.05 0.07 -0.06 0.209
H 5.170 -0.701 0.209 0.08 0.07 -0.02 0.206
H 5.102 -3.113 -0.265 0.06 -0.05 -0.03 0.212
H 2.959 -4.333 -0.174 -0.01 -0.09 -0.03 0.214
H 0.885 -3.127 0.415 -0.10 -0.05 0.00 0.222
H 0.969 -0.719 0.931 -0.10 0.05 -0.01 0.216
H 1.777 2.952 1.805 0.04 0.03 -0.04 0.212
H 2.326 3.661 0.273 -0.02 -0.02 0.06 0.164
H 0.072 4.249 0.027 -0.03 -0.06 0.10 0.201
H -0.446 3.053 1.228 0.03 0.03 -0.05 0.203
H -2.224 2.303 0.833 -0.07 -0.21 -0.09 0.421
```
Positions in Å, forces in eV/Å.

Calculated values
Max |F|, eV/Å: 0.54
Energy relative to the best compared isomer or geometry (same formula, charge and spin), kJ/mol: 38.28
Structure (SMILES): CCn1c(=O)cc(N2CCN(Cc3ccccc3)CC2)[nH]c1=O
Calculated total energy, eV: -28042.7344
HOMO level, eV: -8.4
LUMO, eV: 0.6